The following is a quantum chemistry calculation of a molecular structure, C29H52N6O2PS5SbSiTc at a distorted geometry, from the Open Molecules 2025 dataset.

Geometry as ORCA input:
```
! RIJCOSX wB97M-V def2-TZVPD def2/J DEFGRID3
* xyz 1 1
Tc 1.364 -0.316 -0.595
N 2.494 1.712 3.066
C 2.463 1.069 1.887
S 1.469 1.766 0.631
N 3.178 0.003 1.707
N 3.075 -0.578 0.504
C 4.106 -1.255 0.090
C 4.275 -1.657 -1.266
C 5.304 -2.539 -1.633
C 5.554 -2.834 -2.951
C 4.817 -2.206 -3.959
C 3.845 -1.288 -3.648
C 3.525 -1.018 -2.307
O 2.544 -0.215 -2.003
H 2.153 2.659 3.098
H 3.192 1.437 3.738
H 4.925 -1.400 0.790
H 5.882 -2.995 -0.845
H 6.329 -3.535 -3.220
H 4.990 -2.453 -4.993
H 3.261 -0.811 -4.420
S 0.699 -1.487 -5.083
Sb -0.971 -1.803 -3.588
S -0.492 0.119 -1.933
S 1.369 -2.650 -0.808
S 0.026 -3.558 -1.927
C -1.848 1.437 -4.563
Si -0.999 2.068 -2.976
C 0.625 2.987 -3.500
C 1.409 3.578 -2.327
C 0.243 4.120 -4.459
C 1.547 2.007 -4.232
C -2.349 2.880 -1.831
C -3.027 1.812 -0.969
C -3.415 3.541 -2.711
C -1.761 3.944 -0.901
H -2.305 2.278 -5.074
H -2.630 0.707 -4.369
H -1.144 0.980 -5.253
H 0.828 4.312 -1.778
H 2.310 4.068 -2.694
H 1.720 2.793 -1.642
H -0.486 4.793 -4.015
H -0.167 3.728 -5.385
H 1.126 4.704 -4.706
H 1.888 1.229 -3.555
H 2.424 2.533 -4.600
H 1.058 1.534 -5.078
H -3.450 1.021 -1.585
H -3.831 2.261 -0.388
H -2.312 1.368 -0.279
H -3.949 2.807 -3.307
H -2.974 4.273 -3.381
H -4.139 4.058 -2.084
H -0.950 3.539 -0.300
H -2.531 4.314 -0.226
H -1.382 4.787 -1.473
O 0.044 -0.711 1.025
P -0.807 -1.135 2.194
N -1.706 0.156 2.694
C -0.970 1.394 2.975
C -1.757 2.103 4.076
C -2.485 0.955 4.771
C -2.844 0.046 3.602
N 0.236 -1.683 3.360
C -0.282 -2.201 4.627
C 0.863 -3.022 5.213
C 1.605 -3.516 3.975
C 1.531 -2.303 3.056
N -1.971 -2.283 1.908
C -1.540 -3.658 1.646
C -2.581 -4.243 0.689
C -3.189 -3.010 0.018
C -3.181 -1.985 1.146
H -0.905 1.991 2.063
H 0.044 1.144 3.306
H -2.473 2.801 3.640
H -1.105 2.652 4.750
H -3.360 1.286 5.323
H -1.805 0.434 5.448
H -3.736 0.423 3.090
H -3.016 -0.987 3.897
H -1.162 -2.825 4.453
H -0.569 -1.374 5.279
H 0.503 -3.830 5.844
H 1.516 -2.379 5.801
H 1.084 -4.367 3.534
H 2.631 -3.804 4.193
H 1.604 -2.562 1.998
H 2.336 -1.597 3.296
H -1.495 -4.212 2.588
H -0.544 -3.667 1.192
H -3.346 -4.782 1.249
H -2.126 -4.921 -0.030
H -4.188 -3.198 -0.369
H -2.545 -2.674 -0.801
H -4.052 -2.125 1.797
H -3.163 -0.955 0.791
*
```

The strongest force on any atom is 2.09 eV/A. For the highest occupied orbital energy, the calculation gives -0.373 hartree. The calculation puts the HOMO-LUMO gap at 5.0 eV. As for the total energy: -124031.5766 eV.

Charges in e, computed with natural (NBO), in the same order as the atoms: number 1, Tc, carries 0.63; number 2, N, carries -0.79; number 3, C, carries 0.29; number 4, S, carries -0.05; number 5, N, carries -0.40; number 6, N, carries -0.23; number 7, C, carries 0.14; number 8, C, carries -0.18; number 9, C, carries -0.16; number 10, C, carries -0.20; number 11, C, carries -0.15; number 12, C, carries -0.25; number 13, C, carries 0.42; number 14, O, carries -0.49; number 15, H, carries 0.41; number 16, H, carries 0.41; number 17, H, carries 0.23; number 18, H, carries 0.22; number 19, H, carries 0.23; number 20, H, carries 0.24; number 21, H, carries 0.26; number 22, S, carries -0.77; number 23, Sb, carries 1.00; number 24, S, carries -0.46; number 25, S, carries 0.14; number 26, S, carries -0.26; number 27, C, carries -1.21; number 28, Si, carries 1.82; number 29, C, carries -0.52; number 30, C, carries -0.61; number 31, C, carries -0.61; number 32, C, carries -0.62; number 33, C, carries -0.52; number 34, C, carries -0.61; number 35, C, carries -0.61; number 36, C, carries -0.61; number 37, H, carries 0.26; number 38, H, carries 0.24; number 39, H, carries 0.27; number 40, H, carries 0.21; number 41, H, carries 0.21; number 42, H, carries 0.21; number 43, H, carries 0.21; number 44, H, carries 0.22; number 45, H, carries 0.22; number 46, H, carries 0.22; number 47, H, carries 0.21; number 48, H, carries 0.22; number 49, H, carries 0.21; number 50, H, carries 0.21; number 51, H, carries 0.21; number 52, H, carries 0.21; number 53, H, carries 0.21; number 54, H, carries 0.22; number 55, H, carries 0.21; number 56, H, carries 0.21; number 57, H, carries 0.21; number 58, O, carries -1.08; number 59, P, carries 2.50; number 60, N, carries -0.81; number 61, C, carries -0.23; number 62, C, carries -0.42; number 63, C, carries -0.40; number 64, C, carries -0.22; number 65, N, carries -0.82; number 66, C, carries -0.21; number 67, C, carries -0.41; number 68, C, carries -0.40; number 69, C, carries -0.22; number 70, N, carries -0.82; number 71, C, carries -0.22; number 72, C, carries -0.42; number 73, C, carries -0.40; number 74, C, carries -0.22; number 75, H, carries 0.22; number 76, H, carries 0.20; number 77, H, carries 0.21; number 78, H, carries 0.22; number 79, H, carries 0.23; number 80, H, carries 0.20; number 81, H, carries 0.19; number 82, H, carries 0.22; number 83, H, carries 0.19; number 84, H, carries 0.20; number 85, H, carries 0.23; number 86, H, carries 0.21; number 87, H, carries 0.20; number 88, H, carries 0.23; number 89, H, carries 0.21; number 90, H, carries 0.20; number 91, H, carries 0.20; number 92, H, carries 0.19; number 93, H, carries 0.21; number 94, H, carries 0.23; number 95, H, carries 0.23; number 96, H, carries 0.20; number 97, H, carries 0.19; number 98, H, carries 0.22